This record from the Open Molecules 2025 dataset describes a cluster of 2 separate species, C5H14NO in total. The level of theory is ωB97M-V/def2-TZVPD.

```
21
Properties=species:S:1:pos:R:3:forces:R:3:mulliken_charge:R:1
C 0.091 1.565 -1.777 -0.01 0.45 -0.44 -0.258
O -0.075 2.284 -2.988 -0.14 -0.02 0.18 -0.510
C 1.455 0.950 -1.842 0.24 -0.19 0.11 0.105
C 2.278 0.780 -0.814 -0.10 0.24 0.07 -1.140
H -0.704 0.806 -1.702 0.07 -0.10 0.05 0.144
H 0.016 2.247 -0.920 0.01 -0.13 0.12 0.316
H -0.889 2.801 -2.949 0.12 -0.06 -0.05 0.307
H 1.798 0.675 -2.834 -0.18 -0.05 -0.06 0.369
H 3.278 0.388 -0.937 -0.03 -0.10 0.00 0.280
H 2.015 1.145 0.177 0.11 0.10 0.00 0.433
C -1.925 -1.526 2.100 0.18 -0.01 -0.05 -1.131
C -0.452 -1.678 1.773 0.05 -0.09 0.17 -0.413
N -0.046 -0.629 0.771 -0.36 -0.21 -0.65 -0.320
H -2.265 -2.390 2.665 0.01 0.00 0.03 0.338
H -2.095 -0.637 2.707 -0.08 0.02 -0.04 0.370
H -2.523 -1.470 1.189 -0.06 -0.01 0.03 0.366
H 0.183 -1.557 2.647 -0.01 0.06 0.01 0.344
H -0.216 -2.636 1.316 -0.03 -0.01 -0.02 0.371
H -0.447 -0.861 -0.142 -0.04 -0.04 0.02 0.354
H 0.959 -0.548 0.575 -0.01 0.10 0.25 0.305
H -0.436 0.291 0.987 0.26 0.05 0.26 0.373
```
Forces are in eV/Å.

Total charge: +1
Kohn-Sham gap, eV: 10.22
HOMO energy, eV: -13.70
Energy relative to the best compared isomer or geometry (same formula, charge and spin), kcal per mole: 46.1
F_max, eV/A: 0.8
LUMO level, eV: -3.48
Multiplicity: 1



This record from the Open Molecules 2025 dataset describes a cluster of 2 separate species, C5H14NO in total. The level of theory is ωB97M-V/def2-TZVPD.

```
21
Properties=species:S:1:pos:R:3:forces:R:3:mulliken_charge:R:1
C -1.033 -0.631 1.718 0.01 0.06 0.99 -1.503
C -0.792 -0.029 0.355 -0.97 0.03 -0.73 0.164
C 0.614 0.482 0.090 0.84 -0.03 2.28 -0.420
C 0.908 1.559 1.146 1.81 -0.24 -1.23 -0.412
C 1.440 2.740 0.718 -1.79 -0.41 -1.22 -0.764
N -1.122 -1.135 -0.675 0.30 0.24 0.45 -0.166
H -0.786 0.072 2.513 0.48 0.03 -0.19 0.380
H -0.434 -1.537 1.847 0.12 0.08 0.14 0.453
H -2.058 -0.865 2.017 -0.18 -0.16 -0.84 0.388
H -1.533 0.745 0.148 0.14 0.15 0.04 0.235
H 1.294 -0.326 0.404 0.11 -0.26 -1.14 0.212
H 0.721 0.949 -0.885 0.16 -0.53 -0.26 0.491
H 1.167 1.107 2.101 -1.53 0.85 0.81 0.347
H 0.996 3.711 0.923 1.46 0.29 1.57 0.301
H 1.893 2.713 -0.277 -0.80 0.14 -0.36 0.294
H -0.504 -1.141 -1.508 -0.01 -0.06 -0.07 0.238
H -0.974 -2.022 -0.193 -0.14 -0.17 -0.25 0.420
H -2.093 -1.079 -0.975 -0.02 -0.12 0.00 0.379
H 0.956 -1.042 -3.419 -0.04 -0.23 -0.02 0.326
H 0.889 -2.556 -3.108 0.02 0.02 -0.05 0.315
O 0.450 -1.714 -2.941 0.02 0.32 0.08 -0.677
```
Forces are in eV/Å.

Total charge: +1
Kohn-Sham gap, eV: 9.00
HOMO energy, eV: -12.09
Energy relative to the best compared isomer or geometry (same formula, charge and spin), kcal per mole: 66.5
F_max, eV/A: 2.4
LUMO level, eV: -3.10
Multiplicity: 1



This record from the Open Molecules 2025 dataset describes a cluster of 2 separate species, C5H14NO in total. The level of theory is ωB97M-V/def2-TZVPD.

```
21
Properties=species:S:1:pos:R:3:forces:R:3:mulliken_charge:R:1
C -1.745 1.644 -0.773 -0.56 0.00 1.36 -1.519
C -0.444 1.030 -0.278 -0.67 1.72 -0.16 0.122
C -0.697 -0.454 0.225 0.84 0.00 0.59 -0.129
C 0.485 -1.137 0.868 -1.02 -0.72 -0.94 -0.886
C 1.100 -2.168 -0.055 -0.01 0.76 0.40 -0.568
O 1.134 -1.604 -1.344 -0.08 -0.67 -0.11 -0.379
N 0.120 1.953 0.678 0.74 -1.45 0.16 -0.362
H -2.470 1.700 0.053 0.04 -0.58 0.08 0.384
H -1.633 2.717 -0.913 0.31 -0.20 -1.06 0.395
H -2.212 1.044 -1.549 0.06 0.38 -0.36 0.386
H 0.267 1.015 -1.131 0.23 -0.57 0.17 0.204
H -1.506 -0.413 0.950 -0.20 0.17 -0.20 0.461
H -0.938 -0.980 -0.696 -0.33 -0.03 -0.03 0.453
H 1.217 -0.290 1.102 1.07 -0.07 -0.48 0.224
H 0.200 -1.594 1.817 0.42 0.40 0.43 0.385
H 0.413 -3.016 -0.024 0.12 -0.16 -0.51 0.382
H 2.092 -2.497 0.241 0.04 -0.20 0.21 0.321
H 1.672 -0.792 -1.324 0.44 0.40 -0.36 0.117
H 2.130 0.136 -0.241 -1.07 -0.09 0.95 0.392
H 1.122 1.800 0.797 0.02 0.50 -0.03 0.327
H -0.307 1.907 1.599 -0.37 0.40 -0.10 0.291
```
Forces are in eV/Å.

Total charge: +1
Kohn-Sham gap, eV: 5.30
HOMO energy, eV: -14.46
Energy relative to the best compared isomer or geometry (same formula, charge and spin), kcal per mole: 180.1
F_max, eV/A: 1.9
LUMO level, eV: -9.16
Multiplicity: 1



This record from the Open Molecules 2025 dataset describes a cluster of 2 separate species, C5H14NO in total. The level of theory is ωB97M-V/def2-TZVPD.

```
21
Properties=species:S:1:pos:R:3:forces:R:3:mulliken_charge:R:1
C 1.535 -0.607 -0.259 3.77 0.39 -0.59 -0.531
C 0.152 -1.027 -0.648 -3.34 0.53 -2.79 -0.346
C -0.947 -0.336 0.195 1.01 -2.77 1.08 -0.618
C -1.522 -1.129 1.080 -0.80 -0.26 2.04 -0.135
C -2.694 -0.899 2.011 2.62 0.20 1.54 -1.233
N 1.664 0.848 0.201 -3.57 0.59 -0.18 -0.276
H 2.367 -0.579 -1.142 -2.02 -0.88 2.11 0.301
H 1.907 -1.137 0.677 -0.43 0.03 -1.59 0.348
H 0.003 -2.186 -0.725 0.56 2.27 0.73 0.358
H -0.330 -0.695 -1.692 2.32 -0.56 1.44 0.254
H -1.312 0.660 0.130 0.03 0.85 -0.77 0.588
H -1.165 -2.145 1.343 0.20 0.52 -1.06 0.268
H -2.365 -1.436 2.970 -1.14 0.87 -1.16 0.284
H -3.478 -1.364 1.536 -2.09 -1.59 -0.58 0.355
H -3.054 0.102 2.211 0.47 0.43 0.02 0.358
H 0.893 1.045 0.924 1.32 -0.34 -1.11 0.426
H 1.445 1.463 -0.653 0.37 -0.30 0.71 0.271
H 2.548 1.089 0.604 0.71 -0.09 0.17 0.356
H 0.884 3.183 -1.952 0.39 -1.75 -0.57 0.353
H 1.933 2.276 -2.725 -1.40 -0.02 0.80 0.353
O 1.116 2.221 -2.147 1.03 1.88 -0.25 -0.735
```
Forces are in eV/Å.

Total charge: +1
Kohn-Sham gap, eV: 9.76
HOMO energy, eV: -13.09
Energy relative to the best compared isomer or geometry (same formula, charge and spin), kcal per mole: 57.2
F_max, eV/A: 4.4
LUMO level, eV: -3.33
Multiplicity: 1



This record from the Open Molecules 2025 dataset describes a cluster of 2 separate species, C5H14NO2 in total. The level of theory is ωB97M-V/def2-TZVPD.

```
22
Properties=species:S:1:pos:R:3:forces:R:3:lowdin_spin:R:1
C 2.514 -0.254 0.522 1.13 -1.10 -1.31 0.003
O 1.507 -0.062 1.468 1.12 -0.54 3.28 0.011
C 1.864 -0.797 -0.807 0.03 1.59 -0.23 0.023
C 1.017 0.385 -1.501 -0.08 -1.16 -0.21 0.055
C -0.170 0.561 -0.599 -1.97 0.25 -0.96 0.333
C -1.430 0.886 -1.130 -0.57 -0.27 1.06 0.321
N -2.631 0.469 -0.192 -1.96 4.36 -1.57 0.062
H 3.115 0.669 0.243 -1.03 -0.57 0.39 0.001
H 3.328 -0.923 1.004 -1.24 0.47 -1.18 0.001
H 1.908 -0.458 2.298 -1.13 0.96 -1.24 0.001
H 2.734 -0.992 -1.370 1.02 -0.51 -1.23 0.003
H 1.245 -1.713 -0.785 0.37 0.52 0.61 0.004
H 1.643 1.278 -1.503 0.33 0.10 -0.05 0.013
H 0.710 0.260 -2.665 0.60 -0.27 2.70 0.010
H -0.146 0.337 0.466 0.37 0.10 -0.64 0.025
H -1.696 1.377 -2.047 -0.35 -0.15 -0.12 0.042
H -3.654 0.645 -0.552 2.30 -0.70 -0.15 0.032
H -2.690 1.245 0.572 0.57 -2.44 -1.18 0.012
H -2.564 -0.479 0.202 0.15 0.70 -0.22 0.012
H -1.704 -0.189 2.376 -1.80 -2.21 -2.59 0.007
H -2.627 -1.430 2.291 -1.05 -2.05 1.68 0.005
O -2.273 -0.813 1.709 3.18 2.92 3.13 0.025
```
Forces are in eV/Å.

Total charge: 0
Kohn-Sham gap (spin up / spin down), eV: 3.25 / 7.06
HOMO energy (spin up / spin down), eV: -3.09 / -7.04
Energy relative to the best compared isomer or geometry (same formula, charge and spin), kcal per mole: 100.3
⟨S²⟩: 0.7551
F_max, eV/A: 5.3
LUMO level (spin up / spin down), eV: 0.15 / 0.02
Multiplicity: 2